Entry 1:
104
Properties=species:S:1:pos:R:3:lowdin_charge:R:1 method="wB97M-V/def2-TZVPD" orbital_gap_ev=9.41 de_lowest_kcal_mol=190.6 largest_force_ev_per_a=13.56 lumo_energy_ha=0.01354 charge=0 multiplicity=1 smiles="NC(N)=O.CC(C)O.CC(C)O.CC(C)O.CC(C)O.CC(C)O.CC(C)O.CC(C)O.CO.CO"
N 5.168 2.302 0.166 0.16
C 4.900 2.657 1.411 -0.62
N 5.656 2.020 2.253 0.17
O 3.994 3.607 1.811 -0.12
H 4.746 2.927 -0.482 0.09
H 5.607 1.394 -0.050 0.13
H 5.418 2.259 3.207 0.13
H 6.206 1.232 1.987 0.11
C -0.679 -0.210 1.446 -0.01
C 0.092 1.070 1.361 -0.63
C 1.541 1.033 1.838 -0.02
O 0.206 1.549 0.220 -0.02
H -0.149 -0.860 2.172 0.08
H -0.648 -0.746 0.506 0.05
H -1.770 -0.063 1.775 0.12
H -0.396 1.721 2.074 0.14
H 1.947 2.044 1.890 0.08
H 2.182 0.429 1.241 0.06
H 1.553 0.636 2.853 0.08
H 0.511 2.491 0.342 0.14
C 0.786 6.383 -2.162 -0.02
C 2.023 5.626 -1.741 -0.66
C 1.724 4.225 -1.264 -0.05
O 2.877 5.506 -2.613 0.05
H 1.022 7.407 -2.420 0.08
H 0.049 6.477 -1.388 0.07
H 0.275 5.883 -2.998 0.09
H 2.363 6.062 -0.863 0.12
H 1.112 4.246 -0.439 0.04
H 2.638 3.776 -0.847 0.06
H 1.410 3.477 -2.032 0.09
H 3.667 5.019 -2.288 0.14
C -1.575 4.157 -1.603 -0.05
C -2.434 2.969 -1.697 -0.69
C -3.653 3.159 -0.798 -0.02
O -2.859 2.671 -2.824 0.03
H -2.197 5.003 -1.783 0.08
H -0.702 4.099 -2.304 0.09
H -1.237 4.205 -0.587 0.08
H -1.820 2.172 -1.405 0.09
H -3.264 3.188 0.225 0.08
H -4.284 2.247 -0.780 0.07
H -4.272 4.042 -1.041 0.09
H -3.156 1.743 -2.898 0.10
C -4.446 -2.574 1.264 -0.04
C -5.311 -1.985 0.182 -0.64
C -5.326 -0.459 0.158 -0.03
O -5.029 -2.392 -0.964 0.01
H -4.765 -2.115 2.126 0.05
H -3.360 -2.447 1.179 0.05
H -4.593 -3.662 1.425 0.10
H -6.296 -2.412 0.363 0.15
H -5.828 -0.220 -0.754 0.07
H -4.360 0.055 0.005 0.06
H -5.877 -0.109 1.050 0.09
H -4.062 -2.496 -1.158 0.11
C -1.384 -3.936 -0.416 -0.02
C -0.942 -5.362 -0.696 -0.67
C -0.428 -6.092 0.548 -0.02
O -1.838 -5.999 -1.220 0.03
H -1.985 -3.575 -1.266 0.08
H -0.555 -3.336 -0.101 0.07
H -2.067 -3.970 0.427 0.05
H -0.244 -5.369 -1.530 0.14
H -1.138 -6.148 1.390 0.09
H 0.476 -5.620 0.932 0.06
H -0.190 -7.108 0.282 0.07
H -1.521 -6.926 -1.329 0.15
C 0.818 0.790 -2.811 -0.03
C 1.800 0.000 -1.940 -0.60
C 2.998 0.847 -1.532 -0.04
O 1.357 -0.662 -0.968 0.01
H 1.111 1.147 -3.776 0.08
H 0.470 1.603 -2.189 0.05
H -0.019 0.143 -3.101 0.07
H 2.126 -0.793 -2.651 0.15
H 2.658 1.581 -0.800 0.05
H 3.364 1.379 -2.418 0.10
H 3.733 0.277 -0.942 0.07
H 1.084 -0.062 -0.318 0.02
C 3.421 -1.572 2.993 -0.04
C 3.401 -2.352 1.685 -0.66
C 2.089 -3.129 1.579 -0.03
O 3.725 -1.706 0.680 0.02
H 3.657 -2.282 3.807 0.08
H 2.489 -1.140 3.370 0.06
H 4.242 -0.824 3.022 0.08
H 4.125 -3.197 1.702 0.14
H 1.403 -2.455 1.154 0.04
H 1.792 -3.438 2.573 0.08
H 2.150 -3.967 0.899 0.08
H 2.926 -1.762 0.097 0.11
C -1.247 -3.413 3.021 -0.19
O -0.442 -3.330 4.153 -0.10
H -1.882 -2.549 2.977 0.06
H -1.863 -4.330 2.975 0.09
H -0.548 -3.473 2.162 0.05
H 0.128 -4.085 4.132 0.06
C -2.114 -0.704 -1.618 -0.16
O -3.216 -0.161 -2.275 -0.12
H -2.368 -1.048 -0.634 0.04
H -1.405 0.185 -1.566 0.08
H -1.774 -1.565 -2.178 0.09
H -3.691 -0.934 -2.634 0.10

Entry 2:
102
Properties=species:S:1:pos:R:3:lowdin_charge:R:1 method="wB97M-V/def2-TZVPD" orbital_gap_ev=10.40 de_lowest_kcal_mol=55.3 largest_force_ev_per_a=3.09 lumo_energy_ha=0.01285 charge=0 multiplicity=1 smiles=CC(C)O.CC(C)O.CC(C)O.CC(C)O.CC(C)O.CC(C)O.CC(C)O.CC(C)O.O.O
C -3.425 -3.156 -1.332 -0.07
C -3.637 -3.676 0.084 -0.44
C -5.116 -3.420 0.519 -0.05
O -3.525 -5.159 0.067 -0.09
H -3.457 -2.033 -1.382 0.09
H -4.210 -3.557 -1.957 0.07
H -2.392 -3.518 -1.686 0.08
H -2.974 -3.211 0.835 0.12
H -5.805 -3.602 -0.275 0.07
H -5.144 -2.417 0.944 0.07
H -5.334 -4.086 1.341 0.07
H -2.630 -5.434 -0.230 0.08
C -4.426 2.619 0.403 -0.06
C -4.176 1.422 1.229 -0.52
C -3.728 1.763 2.628 -0.06
O -5.302 0.561 1.468 -0.10
H -5.029 3.280 0.994 0.07
H -4.909 2.421 -0.593 0.10
H -3.492 3.121 0.249 0.06
H -3.496 0.655 0.659 0.16
H -2.856 2.379 2.740 0.05
H -3.614 0.829 3.210 0.07
H -4.576 2.357 3.094 0.10
H -6.010 1.027 1.979 0.10
C -0.091 0.733 -4.651 -0.03
C 0.204 2.130 -4.055 -0.50
C -1.027 2.979 -4.075 -0.06
O 0.587 1.967 -2.721 -0.06
H 0.840 0.169 -4.627 0.07
H -0.358 0.791 -5.704 0.08
H -0.856 0.280 -3.995 0.09
H 0.983 2.635 -4.599 0.13
H -1.018 3.882 -3.467 0.08
H -1.852 2.326 -3.752 0.09
H -1.261 3.311 -5.092 0.09
H 1.415 1.501 -2.735 0.06
C 5.039 1.102 -3.464 -0.05
C 4.442 -0.105 -2.810 -0.55
C 5.032 -0.373 -1.498 -0.06
O 3.043 -0.115 -2.699 -0.06
H 4.804 2.001 -2.810 0.10
H 4.730 1.182 -4.535 0.09
H 6.138 0.932 -3.477 0.09
H 4.564 -0.997 -3.425 0.14
H 6.012 -0.788 -1.658 0.09
H 4.433 -1.093 -1.046 0.06
H 5.155 0.536 -0.871 0.10
H 2.783 0.235 -1.839 0.03
C -1.682 -4.210 4.677 -0.07
C -1.608 -2.779 4.301 -0.54
C -2.762 -1.930 4.765 -0.05
O -0.446 -2.203 4.938 -0.06
H -2.504 -4.748 4.157 0.09
H -2.008 -4.174 5.760 0.10
H -0.709 -4.748 4.690 0.09
H -1.518 -2.715 3.219 0.12
H -2.789 -1.917 5.871 0.10
H -3.725 -2.307 4.440 0.08
H -2.614 -0.949 4.303 0.07
H 0.223 -2.334 4.259 0.07
C 2.087 3.999 2.964 -0.04
C 2.669 4.559 1.701 -0.42
C 4.170 4.771 1.789 -0.05
O 2.505 3.585 0.584 -0.12
H 1.032 3.836 2.951 0.06
H 2.365 4.605 3.798 0.08
H 2.388 2.961 3.115 0.09
H 2.153 5.491 1.335 0.16
H 4.672 3.871 2.121 0.09
H 4.339 5.658 2.380 0.08
H 4.544 5.045 0.788 0.08
H 2.958 3.990 -0.166 0.10
C 2.649 -4.863 -1.665 -0.06
C 1.545 -4.269 -2.567 -0.42
C 0.767 -3.191 -1.750 -0.06
O 2.233 -3.491 -3.582 -0.07
H 3.240 -5.522 -2.274 0.06
H 2.155 -5.467 -0.887 0.08
H 3.317 -4.075 -1.272 0.08
H 0.954 -5.053 -3.071 0.14
H -0.057 -2.717 -2.277 0.07
H 1.500 -2.421 -1.552 0.04
H 0.326 -3.518 -0.758 0.10
H 2.347 -2.596 -3.293 0.04
C 1.874 -0.359 1.806 -0.04
C 1.470 -0.156 0.381 -0.50
C 0.000 -0.012 0.117 -0.04
O 2.276 0.947 -0.139 -0.12
H 1.312 0.451 2.383 0.10
H 2.961 -0.188 1.926 0.09
H 1.487 -1.340 2.224 0.09
H 1.806 -0.948 -0.298 0.10
H -0.289 0.090 -0.961 0.09
H -0.327 0.921 0.685 0.11
H -0.499 -0.830 0.592 0.06
H 2.283 1.765 0.448 0.08
O -0.050 3.964 -0.838 -0.05
H 0.779 3.871 -0.397 -0.02
H -0.068 3.168 -1.397 0.02
O -1.459 4.442 1.719 -0.07
H -1.533 5.396 1.780 0.03
H -1.213 4.257 0.794 0.00